Arrangement i

This record from the OMol25 dataset describes one molecule with the formula C6H6N2O. The level of theory is ωB97M-V/def2-TZVPD.

Calculated values
Charge: 0
Orbital gap (Ha): 0.3102
Structure (SMILES): C=C/N=C1/OC=NC1=C

Geometry (Å):
C  -1.830  -0.869  0.552
C  -1.006  -1.241  -0.454
N  0.291  -1.726  -0.298
C  1.267  -0.923  -0.044
O  2.517  -1.461  0.039
C  3.406  -0.395  0.262
N  2.862  0.711  0.083
C  1.456  0.573  -0.139
C  0.610  1.602  -0.430
H  -2.905  -0.598  0.593
H  -1.366  -0.790  1.512
H  -1.415  -1.393  -1.467
H  4.526  -0.528  0.398
H  1.023  2.654  -0.619
H  -0.383  1.505  -0.723

---

Arrangement ii

This record from the OMol25 dataset describes C6H6N2O as an isolated structure. The level of theory is ωB97M-V/def2-TZVPD.

Calculated values
Charge: 0
Orbital gap (Ha): 0.2818

Geometry (Å):
N  -0.935  -0.122  -1.432
C  -1.726  0.412  -0.543
C  0.523  -0.414  -0.243
C  -0.889  0.484  1.862
C  0.835  -1.684  0.098
N  -0.677  0.358  0.628
C  1.532  0.526  -0.605
C  2.354  1.337  -0.936
O  -2.864  0.759  -0.367
H  -1.192  -0.362  -2.381
H  -0.105  0.240  2.574
H  -1.862  0.835  2.197
H  1.849  -2.032  -0.023
H  0.078  -2.383  0.423
H  3.079  2.044  -1.253

---

arrangement i (0.1039 hartree below the next structure)

---

Arrangement i

This record from the OMol25 dataset describes a 10-piece molecular cluster, C30H60O30 overall. The level of theory is ωB97M-V/def2-TZVPD.

Calculated values
Charge: 0
Orbital gap (Ha): 0.4140
Structure (SMILES): COC(=O)OC.COC(=O)OC.COC(=O)OC.COC(=O)OC.COC(=O)OC.COC(=O)OC.COC(=O)OC.COC(=O)OC.COC(=O)OC.COC(=O)OC

Geometry (Å):
C  19.685  13.131  15.631
O  21.058  13.540  15.294
C  21.855  12.630  14.774
O  21.579  11.480  14.507
O  23.044  13.237  14.581
C  24.163  12.360  14.510
H  19.806  12.197  16.134
H  19.005  13.080  14.801
H  19.261  13.870  16.327
H  24.799  12.329  15.462
H  24.808  12.800  13.770
H  23.927  11.344  14.207
C  17.232  19.130  15.470
O  16.898  18.823  16.836
C  16.364  19.829  17.541
O  16.238  20.988  17.281
O  15.969  19.322  18.809
C  15.306  20.271  19.619
H  18.094  19.804  15.400
H  16.377  19.696  14.920
H  17.395  18.189  15.025
H  14.397  20.568  19.130
H  15.880  21.214  19.671
H  15.171  19.834  20.610
C  14.174  13.611  8.339
O  12.917  13.102  8.727
C  12.326  13.627  9.785
O  12.846  14.295  10.706
O  11.036  13.436  9.664
C  10.164  14.005  10.630
H  14.151  14.458  7.654
H  14.753  12.798  7.791
H  14.782  13.913  9.237
H  9.161  13.757  10.243
H  10.282  15.096  10.648
H  10.386  13.551  11.550
C  16.342  10.997  17.813
O  17.580  10.588  17.180
C  17.403  10.274  15.889
O  16.352  10.384  15.235
O  18.584  9.846  15.532
C  18.691  9.491  14.138
H  16.664  11.571  18.642
H  15.736  10.191  18.126
H  15.760  11.625  17.127
H  19.607  8.937  13.993
H  18.770  10.446  13.571
H  17.819  8.844  13.799
C  15.476  15.677  13.936
O  16.510  15.899  14.916
C  16.598  15.109  15.975
O  15.980  14.069  16.103
O  17.422  15.608  16.867
C  17.478  14.788  18.034
H  14.463  15.707  14.406
H  15.583  14.719  13.401
H  15.591  16.476  13.205
H  17.675  13.745  17.838
H  16.546  14.838  18.618
H  18.331  15.116  18.666
C  20.459  13.967  20.973
O  20.535  13.389  19.693
C  20.827  12.114  19.620
O  21.150  11.392  20.530
O  20.763  11.823  18.325
C  20.890  10.488  17.828
H  19.766  13.575  21.718
H  20.249  15.025  20.806
H  21.485  14.016  21.405
H  21.175  10.507  16.769
H  19.933  9.957  17.867
H  21.701  10.037  18.454
C  10.345  16.638  17.128
O  11.547  16.097  16.541
C  11.371  15.030  15.770
O  10.327  14.701  15.318
O  12.587  14.441  15.558
C  12.820  13.451  14.540
H  9.591  15.933  17.062
H  10.064  17.536  16.528
H  10.613  17.030  18.093
H  13.841  13.611  14.160
H  12.098  13.693  13.716
H  12.630  12.393  14.753
C  12.218  20.410  8.871
O  12.148  18.971  9.227
C  12.178  18.785  10.495
O  12.188  19.566  11.404
O  12.225  17.480  10.682
C  12.167  17.117  12.083
H  13.243  20.683  8.679
H  11.947  21.039  9.661
H  11.492  20.465  8.020
H  12.860  17.729  12.678
H  12.349  16.062  12.192
H  11.169  17.391  12.425
C  14.366  17.075  17.866
O  13.515  18.201  17.598
C  13.330  18.377  16.312
O  13.875  17.819  15.393
O  12.463  19.412  16.121
C  12.249  19.784  14.774
H  14.086  16.193  17.300
H  14.242  16.766  18.921
H  15.356  17.354  17.731
H  11.670  19.007  14.325
H  13.193  19.964  14.289
H  11.626  20.720  14.741
C  15.701  12.138  12.433
O  16.966  12.718  12.058
C  17.394  12.803  10.825
O  16.753  12.676  9.864
O  18.693  13.005  10.846
C  19.242  13.349  9.566
H  15.790  11.729  13.450
H  15.573  11.169  11.806
H  14.796  12.804  12.202
H  19.008  14.379  9.189
H  19.024  12.587  8.804
H  20.362  13.499  9.713

---

Arrangement ii

This record from the OMol25 dataset describes a 10-piece molecular cluster, C30H60O30 overall. The level of theory is ωB97M-V/def2-TZVPD.

Calculated values
Charge: 0
Orbital gap (Ha): 0.4066
Structure (SMILES): COC(=O)OC.COC(=O)OC.COC(=O)OC.COC(=O)OC.COC(=O)OC.COC(=O)OC.COC(=O)OC.COC(=O)OC.COC(=O)OC.COC(=O)OC

Geometry (Å):
C  3.368  -5.522  2.515
O  3.605  -5.200  1.191
C  3.024  -4.095  0.716
O  2.327  -3.347  1.306
O  3.340  -3.967  -0.526
C  2.999  -2.729  -1.079
H  3.616  -6.568  2.620
H  2.355  -5.301  2.820
H  4.070  -4.981  3.157
H  2.981  -2.818  -2.167
H  3.741  -1.957  -0.858
H  2.006  -2.392  -0.781
C  -3.023  1.995  1.995
O  -3.752  0.921  1.373
C  -3.961  1.034  0.134
O  -3.919  2.046  -0.463
O  -4.215  -0.175  -0.347
C  -4.573  -0.223  -1.693
H  -3.715  2.493  2.659
H  -2.650  2.681  1.228
H  -2.144  1.557  2.451
H  -3.650  -0.359  -2.260
H  -4.989  0.708  -2.072
H  -5.242  -1.057  -1.791
C  2.388  5.008  -3.538
O  3.825  5.343  -3.673
C  4.233  6.295  -2.919
O  3.607  6.860  -2.210
O  5.525  6.509  -3.154
C  6.070  7.555  -2.395
H  1.857  5.750  -4.146
H  2.051  5.038  -2.506
H  2.215  4.032  -3.978
H  7.093  7.710  -2.727
H  6.093  7.287  -1.344
H  5.519  8.472  -2.577
C  -1.168  -1.995  0.535
O  -1.217  -1.325  -0.618
C  -0.852  -0.053  -0.501
O  -0.582  0.524  0.522
O  -0.881  0.462  -1.695
C  -0.545  1.848  -1.828
H  -1.817  -1.569  1.294
H  -0.134  -1.995  0.864
H  -1.521  -2.997  0.346
H  0.523  2.086  -1.698
H  -1.152  2.457  -1.159
H  -0.688  2.114  -2.876
C  -2.030  0.417  -4.789
O  -2.346  1.850  -4.632
C  -3.656  2.100  -4.518
O  -4.515  1.282  -4.648
O  -3.848  3.347  -4.135
C  -5.164  3.805  -4.251
H  -0.962  0.293  -4.899
H  -2.511  0.088  -5.721
H  -2.407  -0.186  -3.972
H  -5.086  4.889  -4.254
H  -5.796  3.481  -3.434
H  -5.574  3.512  -5.216
C  -4.372  -2.169  3.590
O  -4.056  -3.259  4.460
C  -2.958  -3.959  4.187
O  -2.199  -3.728  3.307
O  -2.797  -4.914  5.081
C  -1.557  -5.542  5.031
H  -4.778  -2.545  2.646
H  -3.514  -1.542  3.350
H  -5.124  -1.575  4.090
H  -1.265  -5.755  3.997
H  -1.653  -6.474  5.561
H  -0.787  -4.884  5.417
C  0.394  -1.895  8.971
O  0.579  -1.473  7.646
C  0.358  -2.371  6.770
O  -0.131  -3.440  7.009
O  0.744  -1.859  5.662
C  0.721  -2.593  4.412
H  1.206  -1.468  9.547
H  0.541  -2.984  9.048
H  -0.609  -1.679  9.310
H  1.668  -2.354  3.933
H  -0.061  -2.162  3.797
H  0.635  -3.660  4.549
C  1.408  2.942  1.195
O  2.792  3.245  1.020
C  3.448  2.412  0.227
O  2.981  1.678  -0.505
O  4.702  2.574  0.378
C  5.469  1.589  -0.237
H  0.960  3.666  1.876
H  1.252  1.978  1.671
H  0.894  3.005  0.246
H  5.169  0.625  0.165
H  6.494  1.858  -0.085
H  5.234  1.563  -1.306
C  2.899  6.932  -6.890
O  1.742  6.042  -7.000
C  0.652  6.328  -6.262
O  0.386  7.359  -5.704
O  -0.080  5.238  -6.222
C  -1.345  5.332  -5.429
H  2.902  7.722  -7.645
H  3.845  6.395  -6.822
H  2.908  7.494  -5.923
H  -1.981  4.557  -5.862
H  -1.816  6.296  -5.603
H  -1.142  5.045  -4.399
C  0.120  -9.294  3.280
O  -0.968  -8.763  2.524
C  -0.706  -7.664  1.839
O  0.372  -7.243  1.640
O  -1.847  -7.141  1.393
C  -1.769  -5.836  0.836
H  -0.225  -10.205  3.751
H  0.422  -8.616  4.095
H  1.010  -9.452  2.672
H  -2.747  -5.392  0.989
H  -1.496  -5.905  -0.219
H  -1.068  -5.122  1.269

---

arrangement i (0.0098 hartree below the next structure)

---

Arrangement i

This record from the OMol25 dataset describes one molecule with the formula C3H10NOP. The level of theory is ωB97M-V/def2-TZVPD.

Calculated values
Charge: 0
Orbital gap (Ha): 0.3493
Structure (SMILES): CCCNPO

Geometry (Å):
C  1.516  -0.475  0.817
C  1.386  0.414  -0.429
C  -0.038  0.943  -0.613
N  -0.930  -0.109  -1.121
P  -2.466  -0.320  -0.389
O  -2.175  -0.353  1.248
H  1.070  -1.453  0.627
H  0.947  -0.038  1.641
H  2.555  -0.602  1.118
H  2.079  1.254  -0.370
H  1.630  -0.180  -1.315
H  -0.386  1.338  0.343
H  -0.008  1.757  -1.344
H  -0.435  -0.973  -1.285
H  -2.469  -1.728  -0.530
H  -2.275  0.526  1.603

---

Arrangement ii

This record from the OMol25 dataset describes one molecule with the formula C3H10NOP. The level of theory is ωB97M-V/def2-TZVPD.

Calculated values
Charge: 0
Orbital gap (Ha): 0.3705
Structure (SMILES): CN(C)[P@H](C)=O

Geometry (Å):
C  -1.023  0.184  1.529
N  -0.458  0.661  0.249
C  -1.445  0.430  -0.822
P  1.225  0.619  -0.087
C  1.723  -1.087  -0.748
O  1.918  0.928  1.181
H  -1.831  0.769  1.876
H  -1.375  -0.919  1.460
H  -0.328  0.141  2.215
H  -1.185  0.872  -1.866
H  -1.627  -0.714  -0.907
H  -2.382  0.749  -0.493
H  1.339  1.483  -1.115
H  2.699  -1.013  -1.156
H  1.808  -1.691  0.160
H  0.943  -1.410  -1.476

---

arrangement i (0.0122 hartree below the next structure)

---

Arrangement i

This record from the OMol25 dataset describes C7H12N2O as an isolated structure. The level of theory is ωB97M-V/def2-TZVPD.

Calculated values
Charge: 0
Orbital gap (Ha): 0.1757

Geometry (Å):
C  -3.983  -0.059  0.023
C  -0.567  0.087  0.067
C  0.808  1.528  -0.213
C  1.435  0.275  1.153
C  0.778  -0.611  -0.715
C  0.462  -1.844  -0.015
C  2.561  -0.725  -0.177
H  -4.172  0.647  0.742
H  -4.560  -1.022  -0.024
H  -3.697  0.327  -1.140
H  0.412  2.744  -0.035
H  0.809  1.463  -1.476
H  1.914  -0.191  2.176
H  0.719  1.181  1.427
H  1.499  -0.628  -1.822
H  -0.164  -0.087  -1.554
H  1.139  -1.983  1.355
H  3.317  -1.122  0.771
H  3.524  -0.974  -0.874
N  -1.844  0.551  -0.070
N  2.203  0.871  0.035
O  -2.593  -0.426  0.365

---

Arrangement ii

This record from the OMol25 dataset describes a 2-piece molecular cluster, C7H12N2O overall. The level of theory is ωB97M-V/def2-TZVPD.

Calculated values
Charge: 0
Orbital gap (Ha): 0.3881
Structure (SMILES): C#CCNC(C)(C)C#N.O

Geometry (Å):
C  -3.581  -0.240  0.448
C  -2.596  0.424  0.217
C  -1.418  1.262  -0.076
N  -0.126  0.802  0.420
C  0.452  -0.448  -0.105
C  -0.041  -1.699  0.640
C  0.202  -0.584  -1.613
C  1.934  -0.322  0.087
N  3.054  -0.548  0.358
H  -4.410  -0.907  0.611
H  -1.591  2.255  0.363
H  -1.359  1.421  -1.161
H  -0.132  0.781  1.436
H  0.467  -2.596  0.265
H  0.149  -1.610  1.718
H  -1.121  -1.809  0.479
H  -0.864  -0.773  -1.798
H  0.505  0.322  -2.153
H  0.767  -1.438  -2.005
O  3.330  2.197  0.392
H  2.502  2.196  0.922
H  3.876  1.314  0.557

---

arrangement ii (1.0343 hartree below the next structure)